# C16H24N4O3S

One molecule with the formula C16H24N4O3S (the ωB97M-V functional and the def2-TZVPD basis, the Open Molecules 2025 dataset).

Geometry as XYZ:
```
48
Properties=species:S:1:pos:R:3:lowdin_charge:R:1
N -1.634 2.286 -3.364 0.16
C -0.280 2.524 -3.474 -0.42
O -0.019 3.153 -4.505 0.02
C 0.730 2.372 -2.301 -0.15
C 2.202 2.793 -2.593 -0.17
C 2.890 1.796 -3.548 -0.46
S 2.903 0.077 -2.904 0.92
C 1.877 0.220 -1.405 -0.56
C 1.326 -1.078 -0.789 -0.06
C -0.018 -0.652 -0.135 -0.29
C -1.122 -1.610 -0.468 -0.10
C -1.939 -1.732 0.804 -0.17
C -0.977 -1.575 1.913 -0.17
N -0.029 -0.628 1.373 0.05
C 0.848 0.146 2.135 -0.35
O 1.508 0.987 1.570 0.09
C 0.986 -0.045 3.665 -0.25
C 0.093 0.951 4.401 -0.14
C 0.655 0.959 5.835 -0.17
C 2.149 0.645 5.686 -0.21
N 2.281 0.308 4.270 -0.04
C -0.275 0.697 -0.754 -0.35
O -1.336 1.336 -0.604 0.05
N 0.698 1.011 -1.684 0.01
H -1.995 2.077 -2.450 0.06
H -2.252 2.604 -4.106 0.12
H 0.375 3.071 -1.523 0.16
H 2.175 3.772 -3.050 0.12
H 2.767 2.833 -1.668 0.11
H 2.378 1.870 -4.536 0.08
H 3.944 2.131 -3.705 0.08
H 2.403 0.738 -0.630 0.09
H 2.043 -1.513 -0.111 0.13
H 1.109 -1.768 -1.612 0.12
H -1.736 -1.316 -1.319 0.14
H -0.742 -2.620 -0.672 0.13
H -2.434 -2.694 0.850 0.12
H -2.681 -0.936 0.811 0.12
H -1.510 -1.203 2.828 0.14
H -0.476 -2.515 2.109 0.13
H 0.696 -1.106 3.912 0.15
H -0.919 0.589 4.366 0.10
H 0.123 1.956 4.005 0.12
H 0.478 1.901 6.316 0.09
H 0.213 0.165 6.446 0.11
H 2.751 1.541 5.926 0.12
H 2.449 -0.195 6.346 0.11
H 2.720 1.078 3.742 0.12
```

Output
Structure (SMILES): NC(=O)[C@@H]1CCS[C@@H]2C[C@]3(CCCN3C(=O)[C@@H]3CCCN3)C(=O)N21
Highest occupied orbital energy in eV: -8.74
E in eV: -39920.498
Frontier orbital gap in Ha: 0.34552



# C99H220ClN11

A 12-piece molecular cluster, C99H220ClN11 overall (the ωB97M-V functional and the def2-TZVPD basis, the Open Molecules 2025 dataset).

Geometry as XYZ:
```
331
Properties=species:S:1:pos:R:3:lowdin_charge:R:1
C 20.030 -23.302 -16.979 -0.05
C 19.741 -24.768 -17.447 -0.21
C 18.330 -24.823 -17.904 -0.16
N 17.841 -26.094 -18.546 -0.28
C 18.490 -26.353 -19.834 -0.12
C 17.990 -27.521 -20.597 -0.16
C 16.500 -27.432 -20.801 -0.16
C 15.783 -27.131 -19.473 -0.18
C 16.371 -25.971 -18.763 -0.13
C 18.138 -27.236 -17.665 0.03
H 21.102 -23.142 -16.771 0.11
H 19.426 -22.935 -16.137 0.04
H 19.769 -22.649 -17.798 0.09
H 19.949 -25.509 -16.658 0.11
H 20.479 -24.906 -18.273 0.15
H 18.089 -24.040 -18.623 0.15
H 17.635 -24.635 -17.059 0.14
H 18.334 -25.464 -20.418 0.16
H 19.575 -26.489 -19.753 0.16
H 18.442 -27.486 -21.597 0.16
H 18.283 -28.490 -20.201 0.11
H 16.263 -26.636 -21.508 0.13
H 16.141 -28.375 -21.230 0.12
H 14.776 -26.859 -19.763 0.08
H 15.700 -28.020 -18.824 0.11
H 16.218 -25.039 -19.316 0.16
H 15.880 -25.887 -17.785 0.13
H 17.670 -26.964 -16.711 0.11
H 19.212 -27.256 -17.529 0.12
H 17.734 -28.158 -18.085 0.10
C 17.448 -31.710 -20.590 -0.08
C 16.960 -32.801 -19.627 -0.21
C 16.245 -32.035 -18.497 -0.17
N 15.782 -32.693 -17.240 -0.29
C 14.945 -33.880 -17.640 -0.10
C 14.386 -34.664 -16.483 -0.16
C 15.564 -35.165 -15.646 -0.14
C 16.551 -34.024 -15.261 -0.14
C 16.960 -33.170 -16.522 -0.11
C 15.071 -31.670 -16.382 -0.01
H 18.136 -31.087 -20.012 0.07
H 16.603 -31.124 -20.943 0.07
H 18.010 -32.200 -21.404 0.11
H 17.787 -33.410 -19.293 0.12
H 16.249 -33.446 -20.173 0.13
H 15.419 -31.538 -18.999 0.13
H 16.949 -31.281 -18.113 0.12
H 15.686 -34.455 -18.255 0.16
H 14.118 -33.558 -18.282 0.15
H 13.924 -35.555 -16.916 0.14
H 13.550 -34.153 -15.987 0.08
H 16.161 -35.871 -16.215 0.13
H 15.369 -35.693 -14.696 0.13
H 17.473 -34.484 -14.906 0.12
H 16.207 -33.387 -14.455 0.07
H 17.546 -33.826 -17.163 0.14
H 17.600 -32.343 -16.210 0.14
H 15.714 -30.818 -16.189 0.09
H 14.786 -32.145 -15.437 0.01
H 14.132 -31.431 -16.908 0.11
C 3.546 -27.214 -15.779 -0.07
C 4.160 -26.374 -14.691 -0.23
C 5.661 -26.279 -14.877 -0.17
N 6.500 -25.960 -13.732 -0.30
C 6.514 -27.019 -12.684 -0.08
C 7.515 -26.757 -11.587 -0.16
C 8.922 -26.576 -12.103 -0.19
C 8.917 -25.518 -13.212 -0.18
C 7.888 -25.767 -14.221 -0.15
C 6.018 -24.667 -13.177 0.05
H 2.472 -27.283 -15.657 0.10
H 3.919 -28.249 -15.684 0.09
H 3.734 -26.868 -16.801 0.10
H 3.834 -26.771 -13.729 0.12
H 3.828 -25.325 -14.733 0.13
H 5.860 -25.567 -15.702 0.16
H 6.016 -27.259 -15.226 0.14
H 6.839 -27.956 -13.141 0.15
H 5.497 -27.107 -12.327 0.15
H 7.586 -27.576 -10.880 0.14
H 7.197 -25.906 -10.985 0.11
H 9.302 -27.561 -12.414 0.11
H 9.532 -26.227 -11.253 0.10
H 9.861 -25.489 -13.765 0.11
H 8.846 -24.555 -12.670 0.12
H 8.056 -26.740 -14.685 0.14
H 7.925 -25.016 -15.009 0.15
H 6.734 -24.373 -12.389 0.09
H 4.997 -24.751 -12.754 0.14
H 6.078 -24.004 -14.036 0.13
C 17.518 -21.906 -14.230 -0.06
C 18.224 -22.500 -12.979 -0.18
C 17.529 -23.807 -12.617 -0.15
N 17.874 -24.459 -11.328 -0.30
C 19.350 -24.584 -11.135 -0.09
C 20.021 -25.503 -12.151 -0.12
C 19.380 -26.893 -12.037 -0.15
C 17.856 -26.844 -12.254 -0.16
C 17.211 -25.802 -11.305 -0.11
C 17.312 -23.681 -10.225 0.02
H 17.629 -22.584 -15.061 0.05
H 17.990 -20.955 -14.436 0.10
H 16.443 -21.738 -14.019 0.05
H 18.176 -21.776 -12.171 0.12
H 19.271 -22.650 -13.231 0.12
H 17.770 -24.551 -13.375 0.12
H 16.443 -23.688 -12.558 0.12
H 19.749 -23.574 -11.257 0.14
H 19.518 -24.889 -10.104 0.16
H 19.990 -25.079 -13.165 0.12
H 21.075 -25.467 -11.857 0.15
H 19.805 -27.657 -12.685 0.12
H 19.571 -27.273 -11.027 0.13
H 17.639 -26.587 -13.290 0.09
H 17.378 -27.819 -12.076 0.09
H 16.165 -25.623 -11.578 0.12
H 17.268 -26.217 -10.305 0.13
H 17.418 -24.254 -9.285 0.12
H 16.253 -23.523 -10.463 0.11
H 17.838 -22.719 -10.103 0.13
C 4.677 -36.019 -16.192 -0.06
C 5.592 -35.058 -16.969 -0.22
C 6.924 -35.199 -16.342 -0.18
N 8.048 -34.390 -16.876 -0.33
C 9.215 -34.727 -16.026 -0.08
C 10.448 -33.849 -16.418 -0.15
C 10.074 -32.366 -16.322 -0.19
C 8.798 -31.986 -17.110 -0.14
C 7.714 -33.000 -16.760 -0.16
C 8.254 -34.744 -18.289 0.04
H 4.599 -35.766 -15.136 0.09
H 5.120 -37.025 -16.190 0.10
H 3.667 -36.122 -16.583 0.10
H 5.168 -34.051 -16.995 0.12
H 5.665 -35.411 -17.993 0.12
H 7.283 -36.229 -16.372 0.15
H 6.829 -34.902 -15.297 0.14
H 8.985 -34.505 -14.981 0.15
H 9.436 -35.787 -16.131 0.15
H 11.231 -34.034 -15.683 0.10
H 10.832 -34.196 -17.359 0.10
H 9.932 -32.132 -15.260 0.11
H 10.895 -31.738 -16.689 0.09
H 8.304 -31.058 -16.769 0.12
H 9.001 -31.910 -18.196 0.11
H 7.432 -32.962 -15.696 0.16
H 6.798 -32.860 -17.334 0.13
H 8.184 -35.874 -18.380 0.16
H 9.254 -34.418 -18.611 0.10
H 7.457 -34.258 -18.871 0.13
C 15.713 -36.083 -7.961 -0.06
C 15.590 -35.068 -9.083 -0.26
C 16.722 -34.160 -8.903 -0.16
N 16.766 -32.939 -9.813 -0.27
C 15.633 -32.075 -9.532 -0.16
C 15.593 -30.771 -10.234 -0.20
C 16.807 -29.956 -9.859 -0.17
C 18.029 -30.843 -10.160 -0.15
C 18.072 -32.178 -9.476 -0.06
C 16.824 -33.397 -11.231 0.03
H 16.741 -36.453 -7.866 0.10
H 15.098 -36.933 -8.265 0.10
H 15.351 -35.740 -6.986 0.10
H 14.632 -34.559 -8.925 0.11
H 15.532 -35.570 -10.057 0.13
H 17.614 -34.777 -9.111 0.16
H 16.785 -33.801 -7.863 0.15
H 15.697 -31.874 -8.441 0.15
H 14.767 -32.711 -9.672 0.13
H 14.621 -30.340 -9.955 0.11
H 15.515 -30.888 -11.331 0.11
H 16.719 -29.602 -8.818 0.11
H 16.772 -29.081 -10.512 0.08
H 18.909 -30.308 -9.810 0.13
H 18.224 -31.029 -11.230 0.12
H 17.990 -32.136 -8.402 0.14
H 18.932 -32.747 -9.806 0.16
H 17.436 -34.299 -11.306 0.13
H 17.213 -32.543 -11.792 0.09
H 15.782 -33.555 -11.534 0.10
C 10.739 -18.258 -6.133 -0.05
C 10.712 -19.074 -7.441 -0.23
C 9.439 -19.915 -7.444 -0.15
N 9.240 -20.918 -8.511 -0.30
C 10.371 -21.795 -8.705 -0.16
C 10.093 -22.909 -9.620 -0.20
C 8.846 -23.685 -9.386 -0.18
C 7.632 -22.797 -9.208 -0.14
C 8.001 -21.700 -8.187 -0.08
C 8.879 -20.134 -9.735 0.05
H 9.956 -17.488 -6.131 0.11
H 11.719 -17.766 -6.079 0.10
H 10.613 -18.881 -5.251 0.09
H 11.576 -19.732 -7.588 0.10
H 10.722 -18.347 -8.258 0.10
H 8.542 -19.291 -7.335 0.16
H 9.424 -20.576 -6.544 0.16
H 10.667 -22.073 -7.681 0.17
H 11.217 -21.267 -9.167 0.13
H 11.010 -23.490 -9.483 0.12
H 10.146 -22.480 -10.623 0.12
H 8.920 -24.230 -8.441 0.14
H 8.661 -24.397 -10.190 0.08
H 6.775 -23.351 -8.829 0.14
H 7.274 -22.369 -10.136 0.11
H 8.284 -22.232 -7.262 0.15
H 7.213 -21.001 -7.901 0.16
H 9.706 -19.438 -9.882 0.10
H 7.961 -19.583 -9.506 0.14
H 8.686 -20.796 -10.579 0.10
C 12.702 -32.052 -6.316 -0.06
C 13.059 -30.686 -5.755 -0.20
C 13.224 -29.701 -6.898 -0.17
N 13.641 -28.296 -6.665 -0.30
C 13.502 -27.477 -7.905 -0.11
C 14.241 -26.133 -7.921 -0.17
C 15.638 -26.266 -7.336 -0.18
C 15.589 -26.926 -5.960 -0.13
C 14.999 -28.305 -6.078 -0.12
C 12.707 -27.765 -5.652 0.04
H 13.544 -32.585 -6.750 0.07
H 11.898 -31.953 -7.051 0.09
H 12.273 -32.705 -5.566 0.10
H 14.003 -30.615 -5.209 0.12
H 12.305 -30.292 -5.078 0.12
H 12.238 -29.556 -7.354 0.14
H 13.899 -30.071 -7.707 0.13
H 13.975 -28.053 -8.723 0.13
H 12.420 -27.424 -8.059 0.14
H 14.273 -25.860 -8.978 0.08
H 13.697 -25.324 -7.408 0.13
H 16.216 -26.951 -7.979 0.10
H 16.169 -25.292 -7.340 0.13
H 16.629 -27.044 -5.618 0.15
H 15.083 -26.345 -5.203 0.13
H 15.625 -28.852 -6.765 0.12
H 14.952 -28.858 -5.125 0.15
H 13.046 -28.137 -4.685 0.13
H 11.685 -28.084 -5.830 0.13
H 12.755 -26.696 -5.669 0.11
C 13.528 -18.817 -16.275 -0.06
C 14.052 -19.516 -15.010 -0.23
C 13.279 -19.204 -13.747 -0.14
N 13.741 -19.863 -12.503 -0.31
C 12.779 -19.539 -11.436 -0.16
C 12.644 -18.099 -11.070 -0.15
C 14.009 -17.441 -10.698 -0.13
C 15.015 -17.781 -11.833 -0.13
C 15.073 -19.289 -12.182 -0.10
C 13.783 -21.314 -12.677 0.00
H 13.631 -17.746 -16.112 0.09
H 12.489 -19.026 -16.592 0.10
H 14.179 -19.064 -17.116 0.09
H 15.110 -19.246 -14.881 0.11
H 14.094 -20.609 -15.154 0.10
H 12.247 -19.545 -13.938 0.16
H 13.279 -18.137 -13.572 0.13
H 11.772 -19.818 -11.778 0.14
H 13.083 -20.104 -10.545 0.14
H 12.202 -17.481 -11.874 0.14
H 11.989 -18.043 -10.160 0.12
H 13.993 -16.355 -10.587 0.14
H 14.447 -17.844 -9.755 0.13
H 14.741 -17.195 -12.707 0.12
H 15.999 -17.422 -11.521 0.14
H 15.693 -19.472 -13.050 0.11
H 15.494 -19.800 -11.310 0.14
H 14.033 -21.643 -11.657 0.11
H 14.553 -21.592 -13.386 0.07
H 12.787 -21.632 -13.018 0.12
C 12.733 -25.498 -11.606 -0.08
C 12.797 -26.910 -12.129 -0.24
C 13.170 -27.102 -13.533 -0.13
N 13.277 -28.516 -14.125 -0.26
C 11.979 -29.130 -14.215 -0.18
C 11.045 -28.556 -15.239 -0.13
C 11.701 -28.280 -16.641 -0.14
C 13.072 -27.556 -16.475 -0.14
C 13.923 -28.364 -15.466 -0.11
C 14.198 -29.272 -13.238 -0.05
H 11.895 -25.009 -12.105 0.07
H 13.592 -24.844 -11.775 0.07
H 12.515 -25.476 -10.542 0.06
H 11.836 -27.422 -12.043 0.11
H 13.474 -27.414 -11.423 0.10
H 14.176 -26.645 -13.680 0.15
H 12.520 -26.543 -14.218 0.12
H 11.513 -29.180 -13.227 0.14
H 12.237 -30.219 -14.351 0.05
H 10.655 -27.588 -14.909 0.09
H 10.189 -29.245 -15.340 0.13
H 11.003 -27.713 -17.264 0.11
H 11.917 -29.228 -17.116 0.10
H 13.095 -26.457 -16.201 0.13
H 13.613 -27.585 -17.435 0.10
H 14.917 -27.930 -15.348 0.13
H 14.016 -29.399 -15.807 0.11
H 14.189 -30.337 -13.499 -0.05
H 13.899 -29.162 -12.203 0.09
H 15.174 -28.843 -13.475 0.10
C 7.787 -30.230 -20.807 -0.09
C 8.409 -29.115 -21.661 -0.19
C 9.585 -28.381 -20.953 -0.16
N 10.364 -27.374 -21.661 -0.34
C 11.307 -26.704 -20.658 -0.12
C 12.356 -25.798 -21.237 -0.13
C 13.121 -26.500 -22.489 -0.16
C 12.118 -26.983 -23.463 -0.13
C 11.088 -27.977 -22.749 -0.10
C 9.472 -26.435 -22.301 0.03
H 7.400 -29.830 -19.871 0.07
H 8.522 -31.018 -20.530 0.07
H 6.940 -30.686 -21.310 0.09
H 7.590 -28.404 -21.820 0.12
H 8.693 -29.476 -22.658 0.13
H 10.367 -29.062 -20.615 0.13
H 9.217 -27.857 -20.064 0.13
H 11.729 -27.506 -20.049 0.12
H 10.601 -26.145 -20.023 0.14
H 13.108 -25.641 -20.450 0.09
H 11.904 -24.843 -21.509 0.12
H 13.743 -27.201 -21.945 0.09
H 13.811 -25.761 -22.886 0.13
H 12.653 -27.648 -24.180 0.15
H 11.726 -26.182 -24.071 0.13
H 11.741 -28.759 -22.343 0.15
H 10.417 -28.360 -23.497 0.14
H 8.728 -26.113 -21.578 0.13
H 8.932 -26.958 -23.110 0.14
H 10.094 -25.582 -22.673 0.13
Cl 13.188 -32.259 -13.436 -0.21
```

Output
Net charge: +10
Highest occupied orbital energy in eV: -24.49
E in eV: -135024.060
Frontier orbital gap in Ha: 0.27338